No. 1
# C68H168F4N7O13P3S4

A 10-piece molecular cluster, C68H168F4N7O13P3S4 overall in a non-equilibrium geometry (ωB97M-V with the def2-TZVPD basis set, the Open Molecules 2025 dataset).

Properties
Charge: +6
Spin multiplicity: 1
Gap between HOMO and LUMO, eV: 6.8

```
267
C68H168F4N7O13P3S4 (ωB97M-V with the def2-TZVPD basis set)
C 0.022 8.108 -11.396
C -1.472 7.847 -11.622
C -2.082 8.821 -12.645
O -1.596 8.428 -13.986
C -2.274 9.093 -15.123
N -1.645 6.475 -12.130
H -2.610 6.200 -12.015
H -1.513 6.408 -13.129
H -1.067 5.721 -11.789
H 0.565 7.826 -12.298
H 0.285 7.445 -10.572
H 0.251 9.169 -11.290
H -2.049 7.990 -10.708
H -1.723 9.850 -12.640
H -3.145 8.930 -12.432
H -1.635 9.236 -15.995
H -2.587 10.115 -14.907
H -2.919 8.382 -15.640
C -0.351 17.696 -3.177
C -1.595 18.202 -2.415
C -2.971 17.531 -2.914
O -4.090 17.949 -2.123
C -4.339 19.304 -1.934
N -1.480 18.211 -0.922
H -0.803 17.552 -0.566
H -1.108 19.115 -0.668
H -2.306 18.079 -0.356
H 0.603 17.978 -2.731
H -0.372 18.099 -4.189
H -0.307 16.618 -3.335
H -1.500 19.286 -2.480
H -2.708 16.475 -2.850
H -3.060 17.710 -3.986
H -3.704 19.651 -1.118
H -5.398 19.438 -1.714
H -4.276 19.965 -2.798
C 6.505 13.900 -12.048
C 6.717 12.467 -11.589
C 6.029 11.398 -12.576
O 6.164 11.488 -13.981
C 5.783 10.378 -14.740
N 8.204 12.155 -11.340
H 8.376 11.302 -10.828
H 8.634 12.085 -12.252
H 8.740 12.845 -10.833
H 6.983 14.087 -13.009
H 6.790 14.654 -11.314
H 5.528 14.079 -12.497
H 6.313 12.515 -10.578
H 4.956 11.544 -12.449
H 6.208 10.366 -12.275
H 6.081 10.277 -15.784
H 4.714 10.166 -14.750
H 6.204 9.422 -14.426
C -6.562 20.016 -12.483
C -5.929 20.764 -13.684
C -6.605 21.932 -14.445
O -5.813 22.348 -15.536
C -5.663 23.779 -15.725
N -4.510 21.144 -13.378
H -3.995 20.275 -13.388
H -4.090 21.704 -14.105
H -4.357 21.610 -12.495
H -7.608 19.783 -12.679
H -6.551 20.688 -11.624
H -6.204 19.000 -12.318
H -5.800 20.131 -14.562
H -6.853 22.672 -13.683
H -7.624 21.685 -14.741
H -6.591 24.314 -15.926
H -4.897 23.930 -16.485
H -5.330 24.219 -14.785
C 2.148 21.669 -7.944
C 2.441 21.466 -9.375
C 3.708 20.704 -9.773
O 4.801 21.611 -9.959
C 6.007 21.034 -10.326
N 1.240 20.887 -10.112
H 1.079 19.964 -9.736
H 0.421 21.425 -9.869
H 1.320 20.833 -11.117
H 1.621 20.818 -7.512
H 1.438 22.477 -7.772
H 2.999 21.786 -7.272
H 2.456 22.350 -10.012
H 3.571 20.177 -10.717
H 3.983 20.017 -8.973
H 6.532 20.659 -9.448
H 6.680 21.775 -10.757
H 5.748 20.222 -11.006
C -5.990 14.340 -15.931
C -7.213 13.479 -16.211
C -7.658 12.593 -14.988
C -8.504 11.374 -15.344
P -10.289 11.499 -15.789
C -10.805 9.813 -16.058
C -10.071 9.131 -17.238
C -10.296 7.659 -17.468
C -11.227 7.207 -18.552
C -11.185 12.151 -14.351
C -11.124 11.245 -13.089
C -12.332 11.586 -12.129
C -12.973 10.369 -11.339
C -10.618 12.694 -17.201
C -9.864 12.626 -18.517
C -10.226 13.641 -19.601
C -9.417 13.601 -20.926
H -6.205 15.118 -15.199
H -5.522 14.672 -16.857
H -5.177 13.853 -15.392
H -6.983 12.724 -16.962
H -8.092 14.006 -16.583
H -8.150 13.330 -14.353
H -6.713 12.314 -14.522
H -8.442 10.695 -14.494
H -7.965 10.868 -16.145
H -11.866 9.947 -16.270
H -10.696 9.285 -15.110
H -9.037 9.455 -17.350
H -10.436 9.552 -18.175
H -10.567 7.190 -16.523
H -9.287 7.336 -17.726
H -11.414 6.135 -18.490
H -10.955 7.422 -19.585
H -12.193 7.676 -18.361
H -12.206 12.338 -14.686
H -10.656 13.085 -14.161
H -10.267 11.337 -12.423
H -11.277 10.185 -13.292
H -13.178 12.127 -12.555
H -12.004 12.336 -11.409
H -12.404 10.003 -10.484
H -12.966 9.538 -12.045
H -13.975 10.651 -11.017
H -10.411 13.693 -16.816
H -11.698 12.695 -17.349
H -10.000 11.584 -18.805
H -8.826 12.819 -18.245
H -10.129 14.616 -19.123
H -11.266 13.387 -19.810
H -9.594 12.698 -21.510
H -8.368 13.764 -20.677
H -9.623 14.468 -21.554
C -7.877 5.923 -2.924
C -8.043 7.407 -3.258
C -7.440 8.324 -2.191
C -7.932 9.735 -2.433
P -7.148 11.054 -1.410
C -5.260 11.076 -1.508
C -4.729 10.921 -2.974
C -3.262 10.614 -3.114
C -2.727 10.084 -4.512
C -7.644 10.666 0.335
C -6.732 11.271 1.382
C -7.316 11.014 2.792
C -6.411 11.267 4.023
C -7.820 12.601 -2.029
C -7.510 12.945 -3.543
C -8.063 14.380 -3.778
C -7.403 15.247 -4.908
H -8.550 5.395 -3.600
H -8.084 5.825 -1.858
H -6.822 5.682 -3.054
H -9.121 7.562 -3.225
H -7.680 7.622 -4.264
H -6.357 8.219 -2.263
H -7.644 7.944 -1.190
H -9.019 9.740 -2.355
H -7.684 10.087 -3.435
H -5.001 10.193 -0.924
H -4.967 11.995 -1.000
H -4.587 11.841 -3.541
H -5.320 10.241 -3.588
H -3.055 9.807 -2.410
H -2.691 11.458 -2.726
H -2.904 10.838 -5.278
H -3.183 9.156 -4.857
H -1.638 10.089 -4.557
H -7.703 9.581 0.422
H -8.659 11.063 0.323
H -6.553 12.323 1.159
H -5.768 10.764 1.348
H -7.848 10.067 2.886
H -8.113 11.757 2.837
H -5.441 11.691 3.762
H -5.980 10.324 4.360
H -6.787 11.652 4.971
H -7.375 13.438 -1.492
H -8.905 12.578 -1.928
H -8.040 12.207 -4.146
H -6.491 12.971 -3.929
H -8.141 15.042 -2.916
H -9.080 14.254 -4.150
H -7.614 16.303 -4.738
H -7.588 14.949 -5.940
H -6.333 15.039 -4.908
C 13.697 10.305 0.561
C 12.524 9.793 -0.189
C 11.326 9.678 0.749
C 10.123 9.185 -0.066
P 8.437 9.445 0.726
C 8.190 11.248 0.330
C 7.406 11.616 -0.947
C 7.327 13.120 -1.154
C 6.332 13.388 -2.331
C 7.063 8.570 -0.054
C 5.708 8.525 0.720
C 4.451 8.668 -0.221
C 3.213 8.311 0.559
C 8.487 9.149 2.624
C 7.468 9.896 3.417
C 6.447 9.035 4.157
C 5.144 9.863 4.539
H 14.122 9.720 1.377
H 13.469 11.358 0.727
H 14.516 10.444 -0.145
H 12.812 8.848 -0.651
H 12.339 10.454 -1.036
H 11.095 10.606 1.272
H 11.631 9.042 1.581
H 10.217 8.103 0.026
H 10.032 9.666 -1.040
H 9.138 11.786 0.365
H 7.706 11.586 1.246
H 6.416 11.171 -0.842
H 7.857 11.072 -1.777
H 8.293 13.521 -1.462
H 7.005 13.719 -0.302
H 6.733 13.018 -3.275
H 6.081 14.448 -2.359
H 5.460 12.797 -2.048
H 7.509 7.575 -0.039
H 6.865 8.880 -1.080
H 5.549 9.226 1.539
H 5.689 7.568 1.242
H 4.444 8.028 -1.104
H 4.270 9.679 -0.586
H 3.159 8.949 1.441
H 3.377 7.306 0.948
H 2.383 8.366 -0.145
H 9.535 9.422 2.754
H 8.330 8.092 2.837
H 6.910 10.622 2.825
H 8.130 10.478 4.059
H 6.823 8.818 5.157
H 6.088 8.124 3.679
H 5.389 10.749 5.125
H 4.552 9.185 5.153
H 4.613 10.121 3.623
N -3.318 23.079 -9.248
S -3.708 23.233 -7.797
O -5.129 23.185 -7.478
O -2.777 23.997 -6.967
F -3.231 21.733 -7.451
S -3.849 24.658 -9.574
O -3.219 25.788 -8.974
O -5.253 24.623 -9.909
F -3.185 24.804 -11.046
N -0.140 16.159 -8.990
S 0.736 14.722 -8.668
O 0.780 13.659 -9.616
O 0.974 14.411 -7.234
F 2.085 15.467 -9.003
S -1.437 15.416 -8.958
O -1.970 14.968 -7.657
O -1.657 14.647 -10.201
F -2.300 16.759 -9.139
```


No. 2
# C18H28N2

One molecule with the formula C18H28N2 in a non-equilibrium geometry (ωB97M-V with the def2-TZVPD basis set, the Open Molecules 2025 dataset).

Properties
Structure (SMILES): C[C@@H](NCc1ccc(N(C)C)cc1)[C@H]1C[C@H]2CC[C@@H]1C2
Spin multiplicity: 1
Gap between HOMO and LUMO, eV: 8.2

```
48
C18H28N2 (ωB97M-V with the def2-TZVPD basis set)
C 2.167 2.523 -2.336
C 1.603 1.234 -1.728
N 0.139 1.333 -1.738
C -0.600 2.433 -1.067
C -1.286 1.810 0.124
C -0.720 1.944 1.449
C -1.358 1.421 2.559
C -2.507 0.673 2.348
N -3.087 -0.120 3.343
C -2.303 -1.058 4.215
C -4.536 -0.543 3.316
C -3.112 0.692 1.075
C -2.489 1.186 -0.103
C 1.941 -0.106 -2.384
C 3.387 -0.631 -2.043
C 3.097 -2.095 -1.530
C 2.497 -1.938 -0.138
C 1.064 -1.565 -0.413
C 1.098 -1.332 -1.971
C 1.910 -2.565 -2.385
H 1.625 2.773 -3.136
H 3.181 2.352 -2.684
H 2.107 3.247 -1.642
H 2.041 1.134 -0.718
H -0.189 0.384 -1.326
H -1.386 2.915 -1.766
H 0.137 3.140 -0.782
H 0.330 2.299 1.581
H -1.010 1.395 3.596
H -1.328 -1.292 3.830
H -2.719 -2.037 4.241
H -2.237 -0.617 5.211
H -4.950 -0.792 4.348
H -5.166 0.220 2.796
H -4.589 -1.457 2.782
H -3.940 0.064 0.845
H -2.856 1.192 -1.140
H 1.802 -0.011 -3.432
H 4.098 -0.704 -2.917
H 3.853 -0.099 -1.240
H 3.966 -2.754 -1.477
H 2.417 -2.891 0.412
H 3.039 -1.145 0.346
H 0.693 -0.678 0.137
H 0.445 -2.448 -0.328
H 0.098 -1.345 -2.508
H 1.525 -3.616 -2.142
H 2.106 -2.527 -3.477
```


No. 3
# C6H39NO13

A 13-piece molecular cluster, C6H39NO13 overall in a non-equilibrium geometry (ωB97M-V with the def2-TZVPD basis set, the Open Molecules 2025 dataset).

Properties
Spin multiplicity: 1
Gap between HOMO and LUMO, eV: 9.6

```
59
C6H39NO13 (ωB97M-V with the def2-TZVPD basis set)
C -2.318 -1.872 -0.334
O -3.196 -0.813 -0.738
C -1.498 -1.470 0.877
C -0.816 -0.128 0.671
C 0.309 -0.142 -0.377
C 1.700 -0.438 0.192
N 2.191 0.816 0.874
C 3.587 0.654 1.274
H -3.028 -2.655 -0.101
H -1.696 -2.162 -1.238
H -2.651 -0.035 -1.217
H -0.785 -2.255 1.062
H -2.119 -1.435 1.801
H -1.541 0.670 0.412
H -0.397 0.202 1.676
H 0.325 0.829 -0.911
H 0.046 -0.956 -1.160
H 1.731 -1.253 0.836
H 2.375 -0.654 -0.636
H 1.630 1.010 1.742
H 3.836 -0.213 1.866
H 4.238 0.591 0.383
H 3.913 1.596 1.839
H -3.693 -0.163 0.706
H -4.729 0.813 1.355
O -3.972 0.304 1.576
H -2.761 0.950 2.498
H -2.604 1.593 3.965
O -2.108 1.341 3.162
H -1.239 -1.231 -3.273
H 0.150 -0.414 -3.476
O -0.280 -1.342 -3.488
H 0.817 -3.460 -0.240
H 1.967 -3.865 0.598
O 0.987 -3.598 0.640
H 1.061 1.628 -2.622
H 0.761 1.668 -4.193
O 0.555 1.216 -3.368
H 2.532 -3.203 -1.362
H 3.420 -2.350 -0.468
O 3.289 -3.232 -0.758
H -1.083 1.270 -2.711
H -1.539 2.057 -1.446
O -1.828 1.389 -2.139
H 0.962 2.985 -1.085
H 2.155 2.005 -0.720
O 1.811 2.577 -1.489
H 0.333 2.690 2.281
H -1.200 2.599 2.382
O -0.467 3.134 2.007
H -0.950 4.154 -0.767
H -0.583 3.153 0.394
O -0.642 3.261 -0.619
H 0.743 0.051 3.846
H -0.477 0.975 3.567
O 0.533 0.939 3.558
H 0.547 -2.514 -2.526
H 0.771 -4.055 -2.566
O 0.923 -3.213 -2.013
```


No. 4
# C9H17N9O2PdSSe2

C9H17N9O2PdSSe2 as an isolated structure (ωB97M-V with the def2-TZVPD basis set, the Open Molecules 2025 dataset).

Properties
Charge: -2
Spin multiplicity: 1
Gap between HOMO and LUMO, eV: 6.4

```
41
C9H17N9O2PdSSe2 (ωB97M-V with the def2-TZVPD basis set)
Pd -0.081 -1.427 0.124
O -3.440 1.855 -0.106
C -2.743 1.229 -1.195
C -1.414 1.927 -1.499
C -1.705 3.287 -2.151
O -2.506 4.155 -1.356
C -0.585 1.115 -2.503
Se -0.274 -0.811 -2.204
C -0.593 2.169 -0.223
Se -0.550 0.752 1.133
H -2.943 1.569 0.685
H -3.403 1.287 -2.066
H -2.562 0.180 -0.967
H -2.202 3.109 -3.117
H -0.761 3.804 -2.355
H -3.024 3.579 -0.767
H 0.378 1.618 -2.622
H -1.080 1.135 -3.480
H -0.996 3.031 0.310
H 0.428 2.426 -0.520
N -0.039 -4.489 1.673
C 0.081 -3.396 2.491
N 0.172 -3.490 3.808
N 0.253 -2.209 4.224
N 0.199 -1.403 3.220
N 0.076 -2.128 2.088
C 0.164 -4.487 0.315
N 0.303 -5.602 -0.382
N 0.533 -5.172 -1.641
N 0.477 -3.888 -1.697
N 0.272 -3.405 -0.453
H -0.041 -5.387 2.119
C 2.938 0.747 2.351
S 3.139 -0.158 0.810
C 3.231 1.233 -0.329
H 3.848 1.275 2.644
H 2.666 0.011 3.108
H 2.099 1.437 2.258
H 2.424 1.935 -0.111
H 3.073 0.836 -1.332
H 4.191 1.751 -0.284
```


Respective total energy values: -7066.9193 -812.0869 -1284.9054 -6325.4497 Ha.
Respective energy relative to the best compared isomer or geometry (same formula, charge and spin) values: 0.000 2.048 1.787 0.000 eV.